# C44H55BMnN7S4

A structure of composition C44H55BMnN7S4 (ωB97M-V/def2-TZVPD, the OMol25 dataset).

Values from the calculation:
**Orbital gap (alpha / beta)**: 6.4 / 7.3 eV
**<S²>**: 8.99
**DFT total energy**: -4861.3141 Ha

Geometry as ORCA input:
```
! wB97M-V def2-TZVPD RIJCOSX def2/J DEFGRID3
* xyz 1 6
Mn -0.6419 -0.1282 0.7015
C 0.7253 3.0247 4.5472
C 0.8682 3.3399 3.0852
C 1.3259 4.7960 2.7669
C 3.2540 4.7574 0.8392
N 2.8864 4.2540 -0.2574
N 0.4769 2.9064 0.0038
B 0.4167 2.4281 -1.2725
N 1.4574 1.5543 -1.9484
N 1.9696 2.3714 -2.9159
C 3.1188 2.0662 -3.4241
C 3.8698 0.9763 -2.8965
C 3.3018 0.0861 -2.0627
C 4.0571 -1.1050 -1.5350
C 1.9172 0.2999 -1.6840
S 1.0466 -0.9976 -1.0828
C 3.5860 2.9674 -4.5644
C 4.8828 2.4534 -5.1899
C 2.5003 2.9762 -5.6425
C 3.7924 4.3790 -3.9957
N -0.7962 2.8466 -2.1285
N -0.6049 3.8942 -2.9786
C -1.6109 4.2226 -3.7381
C -2.8386 3.5102 -3.6705
C -3.0285 2.4779 -2.8179
C -4.3332 1.7421 -2.7236
C -1.9104 2.1169 -2.0027
S -2.0190 0.7657 -0.9375
C -1.4713 5.4212 -4.6801
C -0.0839 6.0590 -4.6316
C -1.7604 4.9471 -6.1119
C -2.5065 6.4736 -4.2568
C -0.1408 2.7236 2.0374
S -1.2762 1.4017 2.4999
C 4.3064 5.8787 0.8338
C 3.8020 7.0356 1.7038
C 4.5422 6.3734 -0.5939
C 5.6100 5.3074 1.4025
H 1.6511 3.2515 5.0875
H 0.4827 1.9753 4.7072
H -0.0749 3.6301 4.9843
H 1.5183 5.3558 3.6815
H 4.9104 0.8535 -3.1805
H 5.1088 -1.0362 -1.8097
H 3.6555 -2.0387 -1.9297
H 3.9693 -1.1628 -0.4482
H 4.7994 1.4121 -5.5192
H 5.7334 2.5330 -4.5055
H 5.1180 3.0585 -6.0683
H 2.3845 1.9839 -6.0909
H 2.7749 3.6777 -6.4342
H 1.5394 3.2649 -5.2264
H 4.6119 4.3973 -3.2678
H 2.8851 4.7328 -3.4926
H 4.0400 5.0758 -4.8022
H -3.6647 3.8351 -4.2960
H -5.1133 2.2887 -3.2545
H -4.6281 1.6035 -1.6843
H -4.2414 0.7466 -3.1621
H 0.6950 5.3780 -4.9662
H 0.1800 6.3948 -3.6298
H -0.0826 6.9285 -5.2958
H -1.0827 4.1377 -6.4050
H -1.6120 5.7794 -6.8053
H -2.7903 4.5951 -6.2386
H -2.2803 6.8626 -3.2612
H -3.5260 6.0753 -4.2451
H -2.4873 7.3093 -4.9626
H 2.8173 7.3808 1.3762
H 4.4901 7.8820 1.6230
H 3.7407 6.7644 2.7621
H 3.6131 6.7268 -1.0520
H 4.9463 5.5799 -1.2286
H 5.2569 7.2003 -0.5840
H 5.5348 5.0684 2.4668
H 6.4087 6.0461 1.2934
H 5.9106 4.4051 0.8636
C -0.4447 6.5906 -1.0118
C -1.2791 6.1194 0.1875
C -2.5834 5.4702 -0.2839
C -1.6534 7.3582 1.0144
C -0.4369 5.1314 1.0104
C 0.4446 5.6042 1.8856
C 2.6901 4.2382 2.1541
C 2.0882 2.8350 2.2327
S 3.0863 1.4232 2.7685
C 1.9468 0.3587 1.9405
N 1.1821 0.8980 1.0952
C 1.0595 2.2736 1.1821
C -0.5847 3.6287 0.8366
C 1.6501 -1.0659 2.2381
C 2.4861 -1.9089 2.9457
C 2.0776 -3.2159 3.1983
C 0.8356 -3.6450 2.7578
C -0.0174 -2.7763 2.0682
C 0.3928 -1.4784 1.8030
H -0.9642 7.3878 -1.5586
H -0.2340 5.7763 -1.7091
H 0.5144 6.9885 -0.6652
H -3.1861 6.2081 -0.8217
H -3.1831 5.1040 0.5576
H -2.4141 4.6342 -0.9598
H -2.4222 7.9299 0.4835
H -0.8043 8.0286 1.1602
H -2.0463 7.0839 1.9965
H 0.5422 6.6831 1.9903
H 3.4703 4.3422 2.9103
H -1.5806 3.3593 0.5086
H 3.4514 -1.5571 3.3063
H 2.7228 -3.8901 3.7494
H 0.5189 -4.6634 2.9584
H -0.9853 -3.1400 1.7578
*
```

Here are the Löwdin charges for atoms 1 to 5, given in e: atom 1 (Mn): 0.4049, atom 2 (C): -0.0301, atom 3 (C): -0.3321, atom 4 (C): -0.1265, atom 5 (C): -0.2953

---

# C44H56CrN8O3P2

A structure of composition C44H56CrN8O3P2 (ωB97M-V/def2-TZVPD, the OMol25 dataset).

Values from the calculation:
**Orbital gap (alpha / beta)**: 5.6 / 6.2 eV
**Relative energy (zero: lowest compared OMol25 entry of this formula, charge and spin)**: 2.0 kcal/mol
**<S²>**: 0.76
**DFT total energy**: -4100.4791 Ha

Geometry as ORCA input:
```
! wB97M-V def2-TZVPD RIJCOSX def2/J DEFGRID3
* xyz 3 2
Cr 0.1756 0.0423 0.8047
C 3.6210 -0.3725 -2.2350
N 4.0514 -0.2357 -0.8434
C 5.5087 -0.1562 -0.6721
C 3.1925 -0.2234 0.1530
O 1.9502 -0.3318 -0.0514
C 3.7171 -0.0451 1.5689
O 2.6865 -0.3381 2.4787
C 2.5214 0.5842 3.5231
C 1.4742 1.6317 3.1422
O 0.8784 1.5495 2.0370
N 1.2116 2.6135 3.9837
C 0.1917 3.6163 3.6771
C 1.8791 2.7954 5.2752
H 4.1968 0.3230 -2.8406
H 3.8093 -1.3887 -2.5825
H 2.5699 -0.1235 -2.3224
H 5.9030 0.5119 -1.4348
H 5.7877 0.2434 0.2945
H 5.9557 -1.1415 -0.8033
H 4.5693 -0.7018 1.7525
H 4.0608 0.9930 1.6593
H 2.1930 0.0408 4.4119
H 3.4633 1.0779 3.7757
H -0.1082 3.5366 2.6388
H -0.6701 3.4710 4.3295
H 0.6068 4.6051 3.8668
H 2.5657 1.9884 5.4976
H 2.4297 3.7355 5.2705
H 1.1275 2.8365 6.0626
C -1.4884 -3.1462 5.0240
N -0.4442 -2.5590 4.1780
C 0.7580 -3.3841 4.0637
C -0.6465 -1.5977 3.2600
N 0.1047 -1.4040 2.2182
N -1.7198 -0.7432 3.4749
C -2.2319 0.1812 2.5972
N -3.3713 0.7674 2.9984
N -1.6440 0.4852 1.4779
H -1.0980 -3.2797 6.0307
H -1.7857 -4.1177 4.6257
H -2.3809 -2.5319 5.0909
H 0.9230 -3.8781 5.0180
H 1.6287 -2.7652 3.8517
H 0.6502 -4.1485 3.2891
H 0.7912 -2.1366 2.0843
H -2.1995 -0.8379 4.3554
H -3.9049 0.4305 3.7823
H -3.8200 1.4485 2.4080
H -2.1768 1.1796 0.9638
C -0.2016 -1.0309 -2.5260
N -1.0474 0.0252 -3.0236
C -1.5513 1.0327 -2.1339
P -0.2980 1.6833 -0.9489
C 1.0942 2.2773 -1.9267
C 2.2512 2.6673 -1.2474
C 3.3181 3.2185 -1.9377
C 3.2475 3.3547 -3.3197
C 2.1077 2.9539 -4.0016
C 1.0243 2.4248 -3.3113
C -1.1400 3.1767 -0.3213
C -0.4064 4.2981 0.0596
C -1.0495 5.4290 0.5428
C -2.4315 5.4539 0.6657
C -3.1749 4.3478 0.2803
C -2.5351 3.2193 -0.2164
C -1.6666 -0.1230 -4.2953
C -2.9598 0.3405 -4.5210
C -3.5377 0.2001 -5.7768
C -2.8480 -0.4203 -6.8057
C -1.5615 -0.8876 -6.5772
C -0.9653 -0.7309 -5.3352
P -0.5695 -1.6038 -0.8048
C 0.3720 -3.1460 -0.6408
C -0.1225 -4.2092 0.1147
C 0.6163 -5.3769 0.2459
C 1.8520 -5.4966 -0.3739
C 2.3482 -4.4450 -1.1315
C 1.6166 -3.2736 -1.2601
C -2.3208 -2.0604 -0.7485
C -2.9449 -2.2834 0.4824
C -4.2697 -2.6790 0.5412
C -4.9969 -2.8441 -0.6328
C -4.3855 -2.6341 -1.8575
C -3.0507 -2.2534 -1.9202
H 0.8538 -0.7379 -2.4940
H -0.2715 -1.8986 -3.1846
H -2.4070 0.6828 -1.5321
H -1.9086 1.8844 -2.7192
H 2.3048 2.5644 -0.1672
H 4.1990 3.5509 -1.4043
H 4.0776 3.7845 -3.8639
H 2.0510 3.0672 -5.0755
H 0.1412 2.1303 -3.8614
H 0.6697 4.3141 -0.0505
H -0.4674 6.3013 0.8084
H -2.9298 6.3421 1.0291
H -4.2554 4.3772 0.3275
H -3.1511 2.4048 -0.5812
H -3.5331 0.7982 -3.7254
H -4.5404 0.5699 -5.9424
H -3.3045 -0.5340 -7.7784
H -1.0068 -1.3614 -7.3754
H 0.0549 -1.0624 -5.1886
H -1.1028 -4.1552 0.5679
H 0.2117 -6.2056 0.8118
H 2.4173 -6.4141 -0.2843
H 3.2989 -4.5445 -1.6381
H 2.0141 -2.4710 -1.8671
H -2.3824 -2.1682 1.4016
H -4.7385 -2.8711 1.4972
H -6.0324 -3.1526 -0.5900
H -4.9401 -2.7768 -2.7750
H -2.5986 -2.1233 -2.8914
*
```

Here are the Löwdin charges for atoms 1 to 5, given in e: atom 1 (Cr): 0.5296, atom 2 (C): 0.0069, atom 3 (N): -0.0805, atom 4 (C): 0.0182, atom 5 (C): -0.3422